# C47H39As2BrN9O9Ti

C47H39As2BrN9O9Ti as an isolated structure in a non-equilibrium geometry (the ωB97M-V functional and the def2-TZVPD basis, the Open Molecules 2025 dataset).

XYZ file:
```
108
Properties=species:S:1:pos:R:3:mulliken_charge:R:1
Br 22.165 11.149 7.252 -0.073
As 15.512 13.307 17.475 -0.014
As 14.925 13.691 14.096 0.756
Ti 15.729 14.334 11.514 0.075
O 18.402 15.796 14.384 -0.501
O 15.752 10.191 13.583 -0.555
O 14.557 10.544 18.068 -0.537
O 16.972 15.439 12.759 0.244
O 17.520 16.197 17.395 -0.530
O 14.278 9.716 15.991 -0.259
O 18.833 14.425 17.090 -0.196
O 13.536 10.266 13.460 -0.347
O 14.851 12.947 10.855 -0.762
N 17.154 12.541 11.962 1.327
N 17.241 14.237 9.768 0.681
N 18.589 12.950 7.642 -0.351
N 12.222 17.761 12.284 -0.492
N 14.902 15.080 9.650 0.340
N 10.017 13.894 4.721 -0.525
N 18.192 7.456 9.881 -0.559
N 17.102 7.757 10.309 -0.320
N 14.298 16.038 11.922 1.341
C 13.339 16.124 11.021 0.241
C 12.712 15.361 8.678 -0.960
C 18.631 9.057 8.091 -0.034
C 20.893 9.982 7.989 -0.221
C 14.252 16.803 12.986 -1.135
C 17.322 13.429 7.541 -0.648
C 13.143 17.614 13.168 -0.430
C 15.325 14.612 8.458 0.418
C 13.115 14.809 7.523 0.801
C 19.612 9.884 7.492 -0.456
C 12.321 10.792 13.907 -0.444
C 10.995 13.006 4.951 -0.463
C 13.748 8.429 16.456 -0.837
C 20.301 8.507 9.744 -0.038
C 21.213 9.417 9.235 -0.751
C 18.485 13.835 9.872 -0.265
C 19.052 8.360 9.216 -0.054
C 19.848 15.096 17.874 -0.861
C 12.234 16.958 11.196 -0.717
C 17.292 10.244 11.114 0.781
C 15.407 9.410 9.858 -0.706
C 17.697 15.087 17.056 -0.182
C 14.638 10.667 16.897 0.344
C 15.022 11.887 16.129 0.326
C 18.988 11.166 12.518 -2.009
C 16.692 14.092 8.526 0.049
C 10.024 15.041 5.402 -0.459
C 16.623 9.166 10.380 0.243
C 18.514 10.096 11.781 -0.623
C 16.647 11.487 11.158 -0.127
C 16.464 14.451 14.948 0.224
C 14.759 10.637 9.994 -0.847
C 13.621 15.480 9.709 0.725
C 11.038 15.428 6.250 -0.463
C 13.355 14.620 14.851 -1.344
C 16.712 14.293 16.286 1.800
C 14.711 10.695 13.922 0.780
C 14.475 14.621 7.361 -0.515
C 15.400 11.690 10.583 0.339
C 14.867 11.873 14.830 -0.426
C 16.940 12.283 18.422 -1.204
C 12.113 14.509 6.495 0.044
C 19.132 13.202 8.830 -0.597
C 17.811 16.561 12.114 -0.899
C 18.272 12.298 12.635 -0.497
C 17.387 15.243 14.115 -0.710
C 11.983 13.256 5.879 -0.497
H 10.931 16.448 6.656 0.478
H 20.246 12.990 8.898 0.311
H 18.648 13.070 13.272 0.551
H 13.093 18.151 14.104 0.466
H 12.695 14.818 13.978 0.449
H 18.859 16.292 12.198 0.431
H 19.341 10.459 6.671 0.586
H 9.228 15.743 5.208 0.377
H 15.004 16.711 13.765 0.799
H 19.948 11.141 12.993 0.600
H 20.400 14.355 18.503 0.273
H 12.105 10.598 14.978 0.233
H 17.593 8.938 7.745 0.508
H 19.382 15.921 18.424 0.415
H 14.750 14.233 6.366 0.606
H 11.577 10.306 13.312 0.365
H 13.603 15.607 15.224 0.459
H 19.063 9.174 11.764 0.968
H 12.698 12.439 6.066 0.366
H 12.848 13.921 15.538 0.538
H 17.379 12.956 19.224 0.339
H 11.646 15.657 8.735 0.622
H 22.225 9.471 9.554 0.580
H 19.093 14.072 10.721 0.406
H 16.455 11.452 18.862 0.502
H 20.548 15.569 17.192 0.301
H 17.738 12.025 17.713 0.407
H 15.084 8.658 9.122 0.523
H 13.046 8.634 17.293 0.347
H 14.514 7.786 16.944 0.271
H 12.226 11.851 13.579 0.097
H 10.879 12.100 4.438 0.454
H 17.564 17.528 12.592 0.373
H 16.887 13.394 6.535 0.409
H 11.425 17.137 10.554 0.516
H 20.587 7.887 10.595 0.525
H 13.175 8.018 15.604 0.332
H 13.852 10.814 9.401 0.603
H 17.552 16.578 10.997 0.175
```

The calculation puts the energy above the lowest of the compared OMol25 structures with the same formula, charge and spin at 0.002 eV. The total charge is +3. As for the energy: -296017.4029 eV.

=====

# C47H39INiO3S2

C47H39INiO3S2 as an isolated structure (the ωB97M-V functional and the def2-TZVPD basis, the Open Molecules 2025 dataset).

XYZ file:
```
93
Properties=species:S:1:pos:R:3:mulliken_charge:R:1
I 5.088 -0.817 -0.125 0.019
Ni 2.844 -0.881 1.193 0.562
S 0.279 -0.914 0.584 0.466
S -0.760 2.264 1.030 1.199
O 2.566 0.502 2.301 -0.698
O 1.388 -2.871 3.217 -0.652
O -1.757 1.736 2.001 -0.686
C 2.517 -4.858 2.717 -0.955
C -5.465 -1.486 2.125 -1.031
C -1.961 0.949 -3.232 1.015
C 5.295 -2.870 0.283 0.235
C -1.446 -1.138 0.941 0.257
C -1.105 4.013 0.863 -0.316
C -2.381 -0.340 0.330 0.211
C -4.107 -1.390 1.724 0.764
C -3.070 -0.571 -4.752 -0.652
C 4.299 -3.475 1.092 -0.067
C 4.184 2.293 2.092 -1.172
C -2.369 0.173 -2.124 0.576
C 6.384 -3.511 -0.221 -0.671
C -2.632 5.836 1.090 -0.905
C 5.611 -5.543 0.794 -0.839
C -0.082 4.897 0.549 0.042
C 6.545 -4.889 0.045 -0.533
C 0.004 -3.054 -2.856 -0.821
C -4.752 0.399 0.199 -0.884
C 1.321 -0.815 -1.924 -0.550
C -3.108 -2.207 2.308 -1.157
C -0.353 6.255 0.482 -0.805
C -2.000 0.575 -0.794 -0.245
C 3.206 -2.760 1.657 0.516
C 2.387 -3.465 2.499 1.211
C -2.324 0.551 -4.545 -1.079
C -1.804 -2.077 1.937 -0.894
C 0.888 -2.392 -3.705 1.104
C 3.539 -5.541 2.136 -0.895
C 0.455 -1.504 -1.082 0.819
C -6.412 -0.669 1.586 -0.580
C -2.376 4.474 1.155 -0.595
C 1.148 -2.903 -5.100 -1.732
C -1.287 1.736 -0.630 1.057
C -3.130 -1.001 -2.378 -0.803
C -0.869 2.500 -1.747 -0.880
C -3.477 -1.355 -3.648 -0.922
C -3.745 -0.448 0.734 0.807
C -0.207 -2.629 -1.554 -0.388
C -1.907 8.222 0.700 -1.462
C -6.047 0.293 0.614 -0.925
C -1.193 2.116 -3.010 -1.399
C 4.489 -4.866 1.328 0.777
C 2.252 2.415 3.678 -1.156
C -1.632 6.742 0.750 1.120
C 3.261 1.497 3.005 0.466
C 1.543 -1.266 -3.219 -1.136
H 1.899 -3.696 -5.083 0.313
H 3.597 2.708 1.264 0.195
H -6.801 0.952 0.202 0.427
H 7.410 -5.410 -0.345 0.378
H 1.799 -5.350 3.364 0.451
H -0.887 -3.167 -0.906 0.497
H -4.479 1.142 -0.540 0.509
H -0.533 -3.922 -3.222 0.394
H 1.788 0.101 -1.578 0.555
H -0.300 3.407 -1.595 0.464
H -3.393 -2.931 3.063 0.392
H -1.340 8.747 1.470 0.316
H 4.969 1.657 1.678 0.134
H -2.964 8.432 0.857 0.341
H 4.659 3.116 2.632 0.439
H -1.615 8.642 -0.264 0.343
H 0.443 6.949 0.234 0.387
H -5.733 -2.216 2.881 0.452
H 2.735 3.046 4.429 0.470
H -1.994 1.159 -5.380 0.438
H -3.629 6.202 1.315 0.286
H 1.774 3.061 2.935 0.037
H 0.922 4.528 0.366 0.524
H -3.437 -1.625 -1.549 0.526
H 1.457 -1.913 3.100 0.247
H 5.722 -6.602 1.001 0.360
H 1.478 1.820 4.161 0.353
H 0.242 -3.318 -5.545 0.389
H 3.877 1.039 3.791 0.256
H 1.518 -2.110 -5.750 0.383
H -4.066 -2.249 -3.814 0.439
H 7.116 -2.982 -0.817 0.399
H -0.875 2.708 -3.861 0.393
H 3.655 -6.605 2.303 0.353
H -7.445 -0.746 1.903 0.403
H -3.349 -0.865 -5.756 0.419
H -1.028 -2.681 2.391 0.680
H -3.144 3.763 1.441 0.549
H 2.219 -0.719 -3.867 0.372
```

The calculation puts the energy above the lowest of the compared OMol25 structures with the same formula, charge and spin at 0.000 eV. As for the energy: -126328.6260 eV. Its multiplicity is 3.

=====

Which of these has the lowest energy? C47H39As2BrN9O9Ti

=====

Number 2 is which compound? C47H39INiO3S2